Molecular formula: C6H24N12O6
Method: DFT, ωB97M-V/def2-TZVPD

spin multiplicity: 1
lowest unoccupied orbital energy: 0.39 eV
ΔE to the lowest compared entry with this formula, charge and spin: 14.9 kcal/mol
DFT total energy: -1351.79176 hartree
F_max: 3.2 eV/Å
SMILES string: NC(N)=O.NC(N)=O.NC(N)=O.NC(N)=O.NC(N)=O.NC(N)=O
highest occupied orbital energy: -9.2 eV

Structure (XYZ):
```
48
Properties=species:S:1:pos:R:3:forces:R:3:nbo_charge:R:1
N 0.322691 -17.983540 -6.529255 0.6 -0.2 -0.6 -0.841
C 0.022527 -18.529339 -7.750200 -1.2 0.7 0.8 0.783
N 1.110767 -18.627922 -8.529910 0.7 0.1 -2.4 -0.827
O -1.113102 -18.816103 -8.098841 -0.1 -0.3 0.1 -0.697
H 1.342060 -17.925199 -6.423010 -1.1 -0.1 1.1 0.386
H -0.344586 -18.199596 -5.809255 0.4 0.2 0.4 0.414
H 0.890327 -18.501106 -9.528178 0.2 -0.4 0.5 0.422
H 1.790965 -17.927720 -8.303520 0.5 0.1 0.0 0.369
N -6.097358 -12.254446 -8.261234 -1.7 1.2 -0.1 -0.831
C -5.994687 -13.454540 -7.644098 1.6 -1.8 0.1 0.787
N -4.662439 -13.714850 -7.380797 0.3 0.3 0.3 -0.884
O -6.919738 -14.261803 -7.484838 0.6 0.5 -0.2 -0.702
H -7.017423 -11.818850 -8.226442 0.3 -0.3 -0.1 0.388
H -5.359993 -11.622485 -8.030451 0.3 0.5 0.0 0.389
H -3.999951 -12.919884 -7.424990 -0.7 -0.9 0.0 0.399
H -4.295313 -14.631012 -7.079126 -0.8 0.4 -0.1 0.443
N -5.972300 -17.064027 -7.765355 -0.8 1.0 -0.8 -0.854
C -4.672771 -17.298418 -7.452777 1.5 2.5 1.2 0.784
N -4.044188 -18.408712 -7.936509 -1.6 0.9 0.6 -0.836
O -4.018572 -16.453409 -6.730953 -1.0 -1.9 -1.5 -0.774
H -6.468732 -17.798336 -8.264945 0.2 0.5 0.1 0.377
H -6.363946 -16.045605 -7.858775 1.0 -2.1 0.8 0.466
H -4.459718 -18.857925 -8.729563 0.4 -0.3 -0.1 0.391
H -3.094625 -18.508023 -7.648667 0.7 -0.4 -0.3 0.439
N 3.670427 -16.338682 -10.803276 -0.2 -0.2 0.0 -0.848
C 2.400772 -15.824115 -10.669974 -1.4 -1.4 -0.6 0.772
N 2.120765 -14.540495 -10.466541 -0.2 1.5 0.2 -0.829
O 1.439684 -16.626064 -10.837800 1.1 0.5 0.3 -0.757
H 4.526430 -16.028829 -10.376507 -0.3 0.5 0.0 0.396
H 3.604132 -17.329182 -10.984015 0.2 0.1 0.1 0.406
H 2.773368 -13.761594 -10.381716 -0.1 -0.8 -0.1 0.398
H 1.110301 -14.283160 -10.399393 1.1 -0.3 0.3 0.454
N -2.365264 -11.573839 -9.786186 -0.1 0.3 1.0 -0.873
C -3.220347 -10.824815 -8.979746 0.2 0.3 -0.5 0.784
N -4.030872 -9.927048 -9.615255 -0.7 -0.3 1.6 -0.836
O -3.285474 -10.846267 -7.747542 0.6 -0.8 -0.4 -0.696
H -2.706082 -12.114776 -10.577743 0.0 0.5 0.4 0.411
H -1.628287 -12.019027 -9.246287 -0.2 -0.4 -0.3 0.424
H -3.826177 -9.531813 -10.488524 0.4 0.4 -1.1 0.395
H -4.447670 -9.338182 -8.895631 0.0 0.0 -0.8 0.401
N -1.524873 -14.737278 -7.614806 -0.5 1.9 2.4 -0.843
C -0.888391 -14.682112 -8.794174 -0.5 -1.9 0.0 0.790
N -1.080913 -15.842747 -9.487270 0.4 -0.2 -0.8 -0.849
O -0.246687 -13.741918 -9.227510 0.3 1.2 -0.1 -0.725
H -1.992613 -15.544333 -7.206316 0.0 0.1 -0.6 0.434
H -1.542140 -13.912979 -6.990443 0.2 -0.7 -0.9 0.401
H -1.481398 -16.556128 -8.941274 -0.8 -1.0 0.6 0.380
H -0.322916 -16.249924 -10.017152 0.4 0.6 -0.5 0.422
```
Positions in Å, forces in eV/Å.

***

Molecular formula: C24H26N4OS
Method: DFT, ωB97M-V/def2-TZVPD

spin multiplicity: 1
lowest unoccupied orbital energy: 0.57 eV
ΔE to the lowest compared entry with this formula, charge and spin: 2.0 kcal/mol
DFT total energy: -1622.64740 hartree
F_max: 0.9 eV/Å
SMILES string: Cc1ccc(CNC(=O)CNC(=S)N(Cc2ccccc2)Cc2cccnc2)cc1
highest occupied orbital energy: -8.3 eV

Structure (XYZ):
```
56
Properties=species:S:1:pos:R:3:forces:R:3:nbo_charge:R:1
C 3.959622 1.269958 2.862287 0.0 0.0 0.0 -0.631
C 2.909921 0.200720 2.876002 0.0 0.0 0.0 -0.036
C 1.697765 0.392156 3.523891 0.1 0.0 0.0 -0.160
C 0.735536 -0.603262 3.534626 0.0 -0.1 0.0 -0.219
C 0.972092 -1.819914 2.912850 0.0 -0.1 0.1 -0.044
C -0.083300 -2.895193 2.861961 -0.1 0.0 0.1 -0.247
N -0.601211 -3.001793 1.510382 0.4 -0.4 0.2 -0.627
C -1.836565 -2.613806 1.165211 -0.1 -0.2 -0.7 0.661
O -2.718974 -2.311986 1.943196 -0.3 0.2 0.2 -0.638
C -2.033468 -2.533406 -0.361187 -0.1 -0.2 0.3 -0.309
N -1.642545 -1.216087 -0.811384 0.0 0.5 0.1 -0.587
C -0.368394 -0.861921 -1.072767 0.0 -0.2 -0.1 0.335
S 0.850562 -1.999178 -1.116173 0.6 -0.6 -0.3 -0.305
N -0.123854 0.437127 -1.362768 -0.2 0.0 0.1 -0.430
C -1.194901 1.403907 -1.522502 -0.2 0.1 0.0 -0.255
C -2.197195 0.997837 -2.578730 -0.1 0.1 -0.1 -0.056
C -1.773694 0.386453 -3.751799 0.0 0.1 0.0 -0.155
C -2.690677 0.019954 -4.719971 0.1 0.0 0.0 -0.213
C -4.039580 0.267680 -4.529777 -0.1 0.0 0.0 -0.213
C -4.468287 0.882483 -3.366139 -0.1 0.0 -0.1 -0.199
C -3.551783 1.242160 -2.393790 0.2 0.0 0.0 -0.221
C 1.228371 0.926963 -1.509219 0.4 -0.1 0.0 -0.241
C 1.542770 2.019865 -0.527283 0.0 0.3 0.0 -0.080
C 2.385664 3.071557 -0.868164 -0.1 -0.1 0.1 -0.166
C 2.646543 4.060017 0.065196 0.0 -0.1 0.0 -0.253
C 2.037009 3.966381 1.307119 0.2 0.3 -0.1 0.027
N 1.237929 2.969715 1.645531 -0.2 0.1 0.5 -0.417
C 1.008550 2.020617 0.758847 0.0 -0.2 -0.4 0.035
C 2.187290 -2.015813 2.266095 0.0 0.0 0.1 -0.193
C 3.140201 -1.016763 2.245272 0.0 0.0 0.0 -0.211
H 3.552270 2.214793 3.211954 0.0 0.1 0.0 0.219
H 4.352999 1.408502 1.856089 0.1 0.1 -0.1 0.216
H 4.790501 0.988882 3.509790 0.1 0.1 0.0 0.220
H 1.495571 1.336468 4.006687 0.0 0.1 0.0 0.212
H -0.209522 -0.432470 4.030111 -0.1 0.0 0.1 0.214
H 0.340824 -3.862656 3.152522 -0.1 0.1 0.1 0.201
H -0.925032 -2.657469 3.515402 0.1 -0.1 0.0 0.237
H 0.094374 -3.084484 0.773735 -0.3 0.1 0.0 0.424
H -1.426552 -3.279534 -0.877156 -0.1 0.1 0.0 0.239
H -3.088265 -2.676137 -0.600076 0.1 0.0 0.1 0.226
H -2.320222 -0.490489 -0.637689 0.0 0.0 -0.1 0.407
H -0.727688 2.347908 -1.819102 -0.1 -0.1 0.1 0.238
H -1.704077 1.588693 -0.566217 0.0 0.1 -0.1 0.207
H -0.723336 0.186065 -3.903219 0.1 -0.1 0.0 0.209
H -2.350442 -0.460108 -5.625175 0.0 0.0 -0.1 0.216
H -4.754869 -0.018903 -5.285783 -0.1 0.0 -0.1 0.216
H -5.518691 1.077996 -3.210785 -0.1 0.0 0.0 0.217
H -3.891299 1.719638 -1.484803 0.0 0.0 0.1 0.212
H 1.388170 1.286960 -2.533392 0.0 0.0 0.1 0.198
H 1.899741 0.075612 -1.341693 -0.2 0.2 -0.1 0.275
H 2.831073 3.112284 -1.852914 0.0 0.0 -0.1 0.214
H 3.299580 4.886339 -0.168904 0.0 0.1 0.0 0.221
H 2.193100 4.720912 2.066862 0.1 0.1 0.0 0.194
H 0.366364 1.215945 1.092880 -0.1 -0.2 -0.1 0.203
H 2.385853 -2.954807 1.769227 0.0 -0.1 -0.1 0.208
H 4.076501 -1.181828 1.731214 0.1 0.0 -0.1 0.208
```
Positions in Å, forces in eV/Å.

***

Question: Which of these has the lowest lowest unoccupied orbital energy?
Answer: C6H24N12O6

***

Question: Look up the DFT total energy of the second one.
Answer: -1622.64740 hartree